DFT (the ωB97M-V functional and the def2-TZVPD basis) results for a 3-piece molecular cluster, C4H13NO overall in a non-equilibrium geometry.

CARTESIAN COORDINATES (ANGSTROEM)
1 O 2.576 1.014 -0.189
2 H 1.635 0.949 0.054
3 H -0.503 -1.492 -2.513
4 C -0.599 0.111 -0.989
5 H 0.662 3.172 -1.012
6 H -1.303 0.807 -1.484
7 N -0.253 0.319 0.225
8 H -1.851 -0.896 2.852
9 H -0.325 -0.042 2.593
10 C -1.190 -0.803 0.767
11 H 2.997 0.476 0.492
12 C -0.929 -0.889 2.284
13 H -0.978 -1.803 0.363
14 H -2.255 -0.566 0.607
15 H 0.862 -1.369 -1.350
16 H 0.647 -0.120 -2.557
17 H 1.058 3.743 -0.761
18 H -0.359 -1.782 2.528
19 C 0.108 -0.828 -1.909

Properties
SMILES: C/C=N/CC.[H][H].O
Largest force on an atom, hartree/bohr: 0.039
E_HOMO, eV: -7.951
Net charge: 0
ΔE to the lowest compared entry with this formula, charge and spin, kcal/mol: 101.8
Gap between HOMO and LUMO, hartree: 0.2975
E_LUMO, eV: 0.15

DFT (the ωB97M-V functional and the def2-TZVPD basis) results for an isolated ion of composition C5H11BrNO and charge +1 in a non-equilibrium geometry.

CARTESIAN COORDINATES (ANGSTROEM)
1 N -0.962 -1.070 -0.292
2 H 0.118 -2.952 -0.553
3 C 2.508 2.070 -0.521
4 H -2.169 0.325 0.487
5 H 1.160 -1.783 0.097
6 H -1.011 -0.162 1.754
7 C 0.011 1.125 0.470
8 H -0.116 -2.295 1.113
9 H -0.635 -0.738 -1.250
10 H -0.014 1.628 -0.482
11 H -0.105 2.099 1.017
12 H 3.544 2.234 -0.648
13 O 1.247 0.486 0.783
14 C 2.380 0.896 0.107
15 H 1.696 2.751 -0.347
16 Br 3.612 -0.473 -0.010
17 C 0.127 -1.989 0.089
18 H -1.859 -1.560 -0.167
19 C -1.087 0.081 0.664

Properties
SMILES: C=C(Br)OCC[NH2+]C
Largest force on an atom, hartree/bohr: 0.096
E_HOMO, eV: -12.653
Net charge: +1
ΔE to the lowest compared entry with this formula, charge and spin, kcal/mol: 37.1
Gap between HOMO and LUMO, hartree: 0.3322
E_LUMO, eV: -3.61

DFT (the ωB97M-V functional and the def2-TZVPD basis) results for C12H8LaN2O4 as an isolated structure in a non-equilibrium geometry.

CARTESIAN COORDINATES (ANGSTROEM)
1 C 2.213 0.750 -1.128
2 H 0.902 0.709 -5.034
3 C -2.187 0.780 -1.118
4 C -0.007 -0.155 5.281
5 O -0.030 3.050 -2.418
6 C -0.003 -1.073 -4.254
7 N -0.011 0.360 6.342
8 C 1.170 -0.878 3.180
9 H 0.910 -1.649 -4.243
10 H -2.156 -0.764 3.623
11 H -2.044 -1.448 1.316
12 O 2.995 1.510 -0.736
13 C -0.043 1.905 -2.222
14 C -0.007 0.199 -4.719
15 C -0.003 -0.689 3.902
16 H -0.917 -1.649 -4.222
17 N -0.001 -1.179 1.115
18 C 0.077 1.460 0.290
19 C -1.176 -0.859 3.177
20 La -0.004 -0.521 -1.834
21 O 0.017 2.530 0.730
22 O -2.943 1.502 -0.636
23 H 2.145 -0.793 3.631
24 C -1.129 -1.163 1.828
25 H 2.030 -1.475 1.319
26 C 1.124 -1.179 1.835
27 H -0.920 0.718 -5.004

Properties
Largest force on an atom, hartree/bohr: 0.164
E_HOMO, eV: -19.033
Net charge: +3
ΔE to the lowest compared entry with this formula, charge and spin, kcal/mol: 2.8
Gap between HOMO and LUMO, hartree: 0.1888
E_LUMO, eV: -13.90

DFT (the ωB97M-V functional and the def2-TZVPD basis) results for a 2-piece molecular cluster, C4H7NO2 overall in a non-equilibrium geometry.

CARTESIAN COORDINATES (ANGSTROEM)
1 H -0.016 -2.276 -0.881
2 H 0.947 -3.159 0.635
3 C 0.080 2.842 -0.527
4 C 0.572 1.741 0.021
5 H -0.792 -2.338 1.769
6 C 0.050 0.472 -0.203
7 C 0.306 -2.272 0.223
8 H 0.326 3.786 -0.173
9 N 1.041 -1.129 0.584
10 H 1.548 1.695 0.536
11 O -1.140 0.245 -0.690
12 H -0.909 2.884 -1.076
13 O -1.009 -2.334 0.773
14 H -1.553 -0.697 -0.569

Properties
Largest force on an atom, hartree/bohr: 0.153
E_HOMO (alpha / beta), eV: -7.724 / -7.731
Net charge: 0
ΔE to the lowest compared entry with this formula, charge and spin, kcal/mol: 170.4
Gap between HOMO and LUMO (alpha / beta), hartree: 0.2404 / 0.2408
E_LUMO (alpha / beta), eV: -1.18 / -1.18

DFT (the ωB97M-V functional and the def2-TZVPD basis) results for C23H26B2F6N7O8S2Se2Ti as an isolated structure in a non-equilibrium geometry.

CARTESIAN COORDINATES (ANGSTROEM)
1 C -5.173 -0.440 -4.187
2 C -1.784 3.547 0.284
3 C -2.077 -5.267 3.030
4 H 5.747 1.273 -1.318
5 C -0.419 -5.413 1.276
6 C -2.286 -3.946 2.660
7 B 1.289 -0.589 1.045
8 H -4.140 5.010 0.814
9 B 1.798 -1.845 -2.451
10 H 3.379 2.985 -2.482
11 Ti 0.194 0.114 -0.715
12 N -6.116 0.315 -4.849
13 H 0.190 2.082 3.734
14 N -0.357 1.536 3.089
15 C 4.015 2.288 -0.535
16 H -2.614 -2.574 -2.141
17 F 1.739 -1.706 -3.808
18 C -1.135 -5.998 2.324
19 O -5.492 -4.534 -3.882
20 C -2.014 0.103 -2.199
21 C -2.497 4.561 -0.548
22 C -3.984 4.668 -0.211
23 N -4.564 -4.023 -3.282
24 O -1.376 0.967 -2.778
25 H -4.468 3.698 -0.324
26 C -0.742 2.163 1.954
27 C -3.154 -0.600 -2.858
28 H -0.067 -3.639 0.105
29 F 0.499 -0.906 2.179
30 C -5.318 -1.841 -4.099
31 O 2.461 4.018 0.340
32 H 4.825 0.866 0.873
33 Se 2.498 0.996 1.721
34 H -2.630 -5.715 3.847
35 H 4.314 3.539 1.164
36 O -5.976 1.585 -4.884
37 O -7.109 -0.275 -5.397
38 C -3.300 -1.981 -2.723
39 H -3.080 0.115 1.224
40 C -0.630 -4.096 0.909
41 H 6.120 2.447 -0.050
42 C -2.808 -1.621 2.148
43 C 3.203 2.131 -1.822
44 H 0.314 -5.997 0.736
45 H 5.347 3.153 -2.660
46 C 5.507 2.271 -0.937
47 H -0.953 -7.032 2.591
48 C -4.054 0.164 -3.577
49 H -2.362 4.242 -1.582
50 C -4.384 -2.545 -3.379
51 N -3.306 -0.342 2.100
52 C 3.879 1.034 0.351
53 C 3.818 3.624 0.186
54 S -3.383 -2.776 3.345
55 H 3.548 1.230 -2.329
56 C -1.580 -3.353 1.604
57 O -1.689 -0.277 -0.973
58 Se 1.249 2.012 -1.877
59 H -2.009 5.532 -0.432
60 N -1.459 2.393 -0.148
61 N -1.904 -2.030 1.344
62 F 2.578 -0.855 -1.841
63 H -6.153 -2.320 -4.582
64 N -0.799 1.607 0.771
65 H -4.477 5.369 -0.885
66 O -3.764 -4.648 -2.613
67 H 3.702 0.160 -0.271
68 S -1.384 3.769 1.972
69 F 2.088 -1.657 0.687
70 F 2.125 -3.110 -2.038
71 H -4.248 -0.207 2.422
72 H 4.348 4.387 -0.396
73 H 2.448 4.749 0.965
74 H -0.029 0.581 2.946
75 F 0.409 -1.538 -1.887
76 O 5.906 3.261 -1.884
77 H -3.925 1.231 -3.676

Properties
Largest force on an atom, hartree/bohr: 0.021
Multiplicity: 2
E_HOMO (alpha / beta), eV: -0.595 / -2.815
Net charge: -2
ΔE to the lowest compared entry with this formula, charge and spin, kcal/mol: 56.2
⟨S²⟩: 0.77
Gap between HOMO and LUMO (alpha / beta), hartree: 0.1427 / 0.2243
E_LUMO (alpha / beta), eV: 3.29 / 3.29

DFT (the ωB97M-V functional and the def2-TZVPD basis) results for an isolated molecule of C5H8N2.

CARTESIAN COORDINATES (ANGSTROEM)
1 C 1.421 0.986 0.000
2 H -1.661 1.171 -0.888
3 C 0.171 -0.809 0.000
4 C 2.193 -0.136 0.000
5 C -1.056 1.369 0.000
6 N 0.122 0.552 0.000
7 H -1.654 -1.463 -0.884
8 H 3.261 -0.222 0.000
9 H -1.654 -1.463 0.884
10 H -0.742 -2.700 0.000
11 H -0.768 2.419 0.003
12 C -1.046 -1.658 0.000
13 H 1.671 2.028 0.000
14 H -1.664 1.167 0.885
15 N 1.404 -1.242 0.000

Properties
SMILES: Cc1nccn1C
Largest force on an atom, hartree/bohr: 0.012
E_HOMO, eV: -8.400
Net charge: 0
ΔE to the lowest compared entry with this formula, charge and spin, kcal/mol: 0.0
Gap between HOMO and LUMO, hartree: 0.3403
E_LUMO, eV: 0.86